Entry 1:
# C46H33Cl2GeN2O2PRhS2

A structure of composition C46H33Cl2GeN2O2PRhS2 (ωB97M-V/def2-TZVPD, the OMol25 dataset).

The geometry in ORCA input format:
```
! RIJCOSX wB97M-V def2-TZVPD def2/J DEFGRID3
* xyz 0 2
Rh -0.1193 0.7935 -0.3238
S 0.0047 3.4443 0.3938
C -0.8676 3.5662 -1.0571
S -0.7229 2.1569 -2.0671
C -1.6603 4.6361 -1.4182
C -2.4650 4.6323 -2.5662
N -3.1588 4.6740 -3.4809
C -1.8062 5.7535 -0.5802
N -1.9510 6.6728 0.0936
Cl 2.4462 -3.1866 5.5596
C 1.8527 -2.0330 4.4293
C 1.8319 -0.6885 4.7777
C 1.3571 0.2219 3.8338
Cl 1.3738 1.8931 4.2199
C 0.9269 -0.1516 2.5404
O 0.5742 0.7603 1.7197
C 0.9353 -1.5753 2.2231
C 0.5012 -2.0436 0.9801
O 0.0274 -1.3865 -0.0116
C 1.4101 -2.4762 3.1963
H 2.1881 -0.3444 5.7339
H 0.5571 -3.1259 0.8259
H 1.4235 -3.5301 2.9752
C -4.2050 -2.5737 -2.7298
C -2.9050 -2.1330 -2.9309
C -2.3477 -1.2116 -2.0601
C -3.0896 -0.7381 -0.9843
C -4.3867 -1.2014 -0.7718
C -4.9407 -2.1139 -1.6475
P -2.3681 0.4580 0.1688
C -3.4775 1.9041 0.1566
C -3.1761 2.9707 1.0052
C -3.9498 4.1169 1.0075
C -5.0182 4.2264 0.1321
C -5.2941 3.1915 -0.7488
C -4.5281 2.0378 -0.7492
C -2.5044 -0.3677 1.7802
C -2.5596 0.3613 2.9657
C -2.4305 -0.2807 4.1824
C -2.2130 -1.6488 4.2309
C -2.1744 -2.3815 3.0556
C -2.3243 -1.7509 1.8351
H -4.6464 -3.2839 -3.4144
H -2.3251 -2.5073 -3.7638
H -1.3213 -0.8787 -2.1926
H -4.9454 -0.8522 0.0843
H -5.9480 -2.4691 -1.4843
H -2.2996 2.9177 1.6336
H -3.6929 4.9435 1.6536
H -5.6172 5.1251 0.1139
H -6.1008 3.2864 -1.4622
H -4.7559 1.2533 -1.4584
H -2.7152 1.4290 2.9433
H -2.4801 0.2967 5.0940
H -2.0632 -2.1423 5.1794
H -2.0063 -3.4487 3.0869
H -2.2720 -2.3267 0.9210
C 3.1800 2.5065 -0.0582
Ge 2.2996 0.8504 -0.7838
C 2.7457 0.8474 -2.7531
C 4.0920 1.0001 -3.0532
C 4.5114 1.1300 -4.3640
C 3.5876 1.1108 -5.3947
C 2.2469 0.9262 -5.1054
C 1.8311 0.7858 -3.7919
C 3.1499 -0.6928 0.1822
C 3.6912 -0.4394 1.4219
C 4.3027 -1.4487 2.1777
C 4.3995 -2.7195 1.6827
C 3.8775 -3.0254 0.4075
C 4.0107 -4.3109 -0.1572
C 3.4795 -4.6019 -1.3846
C 2.7684 -3.6213 -2.0893
C 2.6270 -2.3650 -1.5692
C 3.2002 -2.0142 -0.3313
H 4.2580 2.3707 -0.0220
H 2.8225 2.7441 0.9405
H 2.9613 3.3548 -0.7026
H 4.8154 1.0122 -2.2503
H 5.5630 1.2522 -4.5782
H 3.9133 1.2312 -6.4180
H 1.5187 0.8960 -5.9022
H 0.7781 0.6303 -3.5862
H 3.6716 0.5666 1.8168
H 4.6950 -1.2141 3.1563
H 4.8751 -3.5038 2.2574
H 4.5567 -5.0635 0.3946
H 3.6021 -5.5845 -1.8174
H 2.3416 -3.8646 -3.0524
H 2.0536 -1.6173 -2.1009
*
```

---

Entry 2:
# C33H28F4N12O8PS2Sn

A structure of composition C33H28F4N12O8PS2Sn (ωB97M-V/def2-TZVPD, the OMol25 dataset).

The geometry in ORCA input format:
```
! RIJCOSX wB97M-V def2-TZVPD def2/J DEFGRID3
* xyz -1 1
Sn 0.7162 0.3445 -0.9048
C 5.0761 1.8070 3.9315
S 5.2914 2.5602 2.2560
C 4.1768 1.6338 1.1934
S 4.1354 -0.1528 1.5700
N 3.5783 2.1010 0.1537
N 3.0756 1.1908 -0.8366
C 3.5943 1.4827 -2.0203
C 2.8842 1.2075 -3.2215
C 3.5013 1.3928 -4.5198
C 2.6939 1.2087 -5.6552
C 1.4351 0.6478 -5.4779
C 1.0673 0.2375 -4.1846
N 1.7008 0.5631 -3.0562
H 5.5202 0.7662 4.0314
H 4.0072 1.8054 4.1330
H 5.5500 2.5342 4.5770
H 4.3683 2.2420 -2.0830
H 4.5505 1.5623 -4.5952
H 3.1353 1.4556 -6.6251
H 0.7537 0.2638 -6.2580
H 0.1463 -0.3305 -4.0557
O 0.7647 -3.3507 0.8617
C 0.5911 -2.6760 -0.1977
O 1.4721 -1.8509 -0.6540
C -0.6598 -2.9150 -0.9903
C -1.3702 -4.1795 -0.7968
C -2.4632 -4.5264 -1.5587
C -2.8965 -3.7850 -2.6646
C -2.0892 -2.7031 -2.9766
C -1.1215 -2.0950 -2.0243
O -0.8517 -0.8497 -2.1055
N -2.3266 -2.0245 -4.2234
O -3.4436 -2.1196 -4.7647
O -1.3213 -1.5352 -4.7579
N -3.2185 -5.6528 -1.0736
O -2.8430 -6.3517 -0.0721
O -4.2768 -5.8973 -1.6758
H -1.2214 -4.7258 0.1762
H -3.8024 -4.0390 -3.2081
F 2.4074 -2.7827 4.2654
C 1.1630 -3.2724 3.9907
C 0.9112 -4.5296 4.4662
F 1.9132 -5.1497 5.0777
C -0.3623 -5.1766 4.2859
C -1.3276 -4.3775 3.5975
C -1.0677 -3.0802 3.1358
F -2.0835 -2.3844 2.5834
C 0.1589 -2.4924 3.3509
C 0.3870 -1.1330 3.0022
C 1.5640 -0.7252 2.4562
N 2.5857 -0.2147 2.1729
C -0.6850 -0.2160 2.8484
N -1.5181 0.5909 2.7511
F -2.5581 -4.8068 3.3129
C -0.8153 -6.3722 4.8807
C 0.0542 -7.4002 5.3158
N 0.7693 -8.2658 5.6499
C -2.1544 -6.5229 5.3414
N -3.2901 -6.6411 5.6269
C -1.9068 5.8793 -1.4508
N -1.5649 4.4909 -1.8447
C -2.0380 4.0332 -3.1358
P -0.9305 3.3365 -0.8159
O -0.5368 2.1030 -1.5733
N -2.1073 2.8223 0.2737
C -2.8374 3.7743 1.1571
C -2.7753 1.4783 0.1189
N 0.2164 4.0625 0.1055
C 0.6262 3.2802 1.2894
C 1.3173 4.7035 -0.6261
H -2.0460 6.4166 -2.3841
H -1.2121 6.3547 -0.7496
H -2.8811 5.9348 -0.9217
H -1.5633 4.5352 -3.9953
H -3.1412 4.0812 -3.2134
H -1.8734 2.9404 -3.1303
H -2.4967 4.7990 0.9494
H -2.5385 3.5430 2.2065
H -3.9786 3.7174 1.0866
H -2.2916 0.9271 -0.6338
H -3.8482 1.5871 -0.0900
H -2.5458 0.9266 1.0279
H -0.2119 2.9085 1.8738
H 1.1232 3.9485 1.9798
H 1.3410 2.5041 1.0381
H 0.8786 5.2169 -1.4980
H 2.0732 3.9686 -0.8955
H 1.8173 5.4322 0.0936
*
```

Output
- ΔE to the lowest compared entry with this formula, charge and spin: 24.6 kcal/mol

---

How do the records compare in max |F|? In the order shown, they have 4.4 3.8 eV/A.
How do the records compare in electronic energy? In the order shown, they have -170840.38533 -116588.56667 eV.